Record 1
{
  "formula": "C2H9NO4",
  "method": "wB97M-V/def2-TZVPD",
  "elements": ["N", "C", "C", "O", "O", "H", "H", "H", "H", "H", "O", "H", "H", "O", "H", "H"],
  "xyz": [[-1.377, 2.072, 0.134], [-0.992, 1.100, -0.956], [0.255, 0.181, -0.603], [0.747, 0.053, 0.480], [0.535, -0.494, -1.724], [-0.874, 2.888, -0.141], [-0.964, 1.735, 0.931], [-1.842, 0.322, -0.954], [-0.809, 1.561, -1.896], [1.177, -1.285, -1.791], [-1.577, -0.064, 2.022], [-2.421, -0.438, 1.745], [-0.979, -0.392, 1.314], [2.224, -2.290, 0.245], [2.443, -1.363, 0.466], [2.911, -2.866, 0.557]],
  "lowdin_charge": [0.028, -0.132, -0.509, 0.083, 0.077, 0.054, -0.007, 0.139, 0.099, 0.164, -0.060, 0.046, 0.015, -0.062, 0.036, 0.028],
  "energy_ev": -11899.7708,
  "multiplicity": 1,
  "smiles": "NCC(=O)O.O.O",
  "total_charge": 0,
  "max_force_ev_per_a": 4.19,
  "orbital_gap_ha": 0.376,
  "de_lowest_kj_mol": 102.1
}

=====

Record 2
{
  "formula": "C28H53BrCl2N5O10S",
  "method": "wB97M-V/def2-TZVPD",
  "elements": ["C", "N", "C", "C", "C", "C", "C", "C", "O", "C", "O", "C", "Br", "C", "C", "C", "C", "N", "C", "O", "C", "N", "C", "O", "C", "Cl", "C", "C", "Cl", "N", "S", "C", "N", "H", "H", "H", "H", "H", "H", "H", "H", "H", "H", "H", "H", "H", "H", "H", "H", "H", "H", "H", "H", "H", "H", "H", "H", "H", "H", "H", "H", "H", "H", "H", "H", "H", "H", "H", "H", "H", "C", "C", "O", "C", "O", "O", "C", "H", "H", "H", "H", "H", "H", "H", "H", "C", "C", "O", "C", "O", "O", "C", "H", "H", "H", "H", "H", "H", "H", "H"],
  "xyz": [[-0.694, 0.246, 6.863], [-1.485, 0.402, 5.562], [-0.909, -0.579, 4.598], [-1.027, -0.218, 2.994], [-2.623, -0.363, 2.794], [-3.736, 0.473, 3.550], [-5.157, 0.159, 2.765], [-5.739, -1.305, 3.107], [-7.182, -1.144, 3.362], [-7.877, -1.021, 2.109], [-8.229, 0.097, 1.625], [-0.396, 1.273, 2.880], [1.049, 1.716, 4.319], [-1.279, 2.580, 2.996], [-2.023, 3.303, 1.806], [-3.377, 2.780, 1.180], [-1.079, 3.843, 0.578], [0.572, 1.489, 1.746], [1.511, 0.392, 1.604], [2.680, 0.653, 0.744], [3.821, 0.750, 1.607], [4.840, 1.075, 2.185], [0.529, -0.789, 0.980], [1.620, -1.662, 0.525], [0.009, -0.222, -0.403], [-1.688, 0.446, -0.573], [0.304, -1.089, -1.771], [1.761, -0.714, -2.424], [-0.135, -2.832, -1.816], [-0.326, -1.280, 2.087], [-1.398, -2.480, 1.276], [0.289, -2.438, 2.951], [0.616, -3.695, 2.154], [0.176, 0.979, 6.939], [-1.432, 0.546, 7.710], [-0.420, -0.850, 7.077], [-2.410, 0.068, 5.907], [-1.516, -1.543, 4.858], [0.139, -0.805, 4.978], [-2.890, -1.407, 3.245], [-2.979, -0.271, 1.700], [-3.709, 1.596, 3.592], [-4.028, 0.101, 4.613], [-5.873, 0.995, 3.134], [-5.064, 0.264, 1.632], [-5.666, -1.932, 2.131], [-5.188, -1.816, 3.973], [-8.185, -1.948, 1.489], [-1.883, 2.503, 3.987], [-0.538, 3.438, 3.293], [-2.349, 4.330, 2.265], [-3.474, 3.219, 0.108], [-4.289, 3.222, 1.748], [-3.561, 1.668, 1.091], [0.014, 3.999, 0.939], [-1.428, 4.904, 0.258], [-1.147, 3.196, -0.358], [1.087, 2.375, 1.857], [1.954, -0.138, 2.510], [2.286, -1.814, 1.225], [0.634, 0.727, -0.687], [-0.408, -0.583, -2.541], [1.853, -1.364, -3.359], [2.632, -0.973, -1.731], [1.813, 0.416, -2.678], [-2.359, -1.928, 0.493], [-0.544, -2.940, 3.589], [1.176, -2.080, 3.571], [0.372, -4.548, 2.676], [1.661, -3.702, 2.164], [6.543, -0.206, -0.681], [6.740, 1.300, -0.624], [7.537, 1.763, -1.720], [6.918, 1.802, -2.912], [5.769, 1.495, -3.130], [7.808, 2.221, -3.829], [7.306, 2.205, -5.165], [7.508, -0.715, -0.731], [6.000, -0.556, 0.199], [5.982, -0.500, -1.570], [7.282, 1.557, 0.289], [5.785, 1.833, -0.592], [6.379, 2.777, -5.247], [7.153, 1.175, -5.493], [8.055, 2.667, -5.810], [-0.518, -0.125, -8.995], [-1.775, -0.846, -8.539], [-1.478, -2.170, -8.074], [-0.895, -2.246, -6.867], [-0.611, -1.315, -6.150], [-0.655, -3.544, -6.602], [0.064, -3.755, -5.389], [0.008, -0.716, -9.748], [-0.767, 0.851, -9.416], [0.176, 0.026, -8.167], [-2.454, -0.957, -9.387], [-2.310, -0.281, -7.769], [-0.438, -3.279, -4.543], [1.085, -3.381, -5.492], [0.106, -4.830, -5.204]],
  "lowdin_charge": [-0.142, -0.139, -0.259, -0.229, -0.186, -0.186, -0.155, -0.170, -0.115, -0.228, 0.038, -0.463, 0.845, -0.203, -0.360, -0.123, -0.101, -0.038, -0.312, 0.007, -0.199, 0.202, -0.399, -0.037, -0.523, 0.703, -0.702, -0.089, 0.616, -0.275, 0.971, -0.248, -0.061, 0.054, 0.105, 0.095, 0.093, 0.139, 0.081, 0.110, 0.054, 0.088, 0.120, 0.143, 0.106, 0.132, 0.133, 0.167, 0.122, 0.100, 0.147, 0.098, 0.102, 0.011, 0.076, 0.097, 0.045, 0.101, 0.120, 0.113, 0.128, 0.095, 0.081, 0.076, 0.108, -0.080, 0.138, 0.154, 0.100, 0.096, -0.069, -0.224, 0.036, -0.583, 0.109, 0.005, -0.045, 0.086, 0.052, 0.070, 0.122, 0.111, 0.096, 0.100, 0.096, -0.067, -0.211, 0.035, -0.582, 0.106, 0.005, -0.060, 0.084, 0.081, 0.071, 0.124, 0.124, 0.043, 0.099, 0.097],
  "energy_ev": -163725.0144,
  "multiplicity": 1,
  "total_charge": 1,
  "max_force_ev_per_a": 6.86,
  "orbital_gap_ha": 0.329
}

=====

Record 3
{
  "formula": "C14H33N7O6Ru",
  "method": "wB97M-V/def2-TZVPD",
  "elements": ["O", "H", "Ru", "N", "N", "N", "N", "O", "O", "O", "O", "C", "C", "C", "C", "C", "H", "H", "H", "C", "H", "H", "H", "C", "C", "H", "H", "H", "H", "H", "H", "H", "H", "C", "H", "H", "H", "O", "H", "H", "C", "N", "C", "C", "N", "N", "C", "C", "H", "H", "H", "H", "H", "H", "H", "H", "H", "H", "H", "H", "H"],
  "xyz": [[1.848, -1.235, -4.445], [2.423, -1.831, -4.950], [0.015, 0.200, 0.085], [-1.920, 0.316, 0.361], [-0.569, 0.874, -1.695], [0.619, -0.454, 1.811], [1.947, -0.041, -0.208], [-2.516, -0.230, 1.389], [-0.259, -0.827, 2.826], [2.569, 0.235, -1.401], [0.251, 1.038, -2.678], [-1.870, 1.281, -1.764], [-2.628, 0.977, -0.598], [1.942, -0.527, 2.055], [2.715, -0.275, 0.879], [-4.061, 1.259, -0.347], [-4.197, 1.845, 0.572], [-4.629, 0.325, -0.238], [-4.486, 1.833, -1.173], [-2.353, 2.030, -2.953], [-2.152, 1.495, -3.887], [-1.871, 3.014, -3.020], [-3.430, 2.192, -2.876], [2.459, -0.772, 3.422], [4.194, -0.163, 0.834], [1.717, -1.299, 4.028], [2.711, 0.171, 3.927], [3.369, -1.374, 3.365], [4.516, 0.414, -0.036], [4.670, -1.151, 0.794], [4.546, 0.339, 1.742], [-1.183, -0.653, 2.432], [1.813, 0.528, -2.015], [1.045, -2.033, -3.581], [0.104, -1.497, -3.440], [1.548, -2.153, -2.615], [0.826, -3.026, -4.000], [-0.596, -2.112, -0.119], [-0.192, -2.682, 0.563], [-1.559, -2.227, -0.009], [0.742, 4.952, 0.277], [0.207, 4.293, 1.463], [-0.155, 5.154, 2.584], [0.056, 2.953, 1.485], [0.404, 2.254, 0.418], [-0.459, 2.310, 2.628], [0.393, 2.220, 3.822], [-1.878, 2.457, 2.970], [0.769, 6.025, 0.479], [0.105, 4.765, -0.600], [1.762, 4.600, 0.059], [-1.222, 5.067, 2.832], [0.437, 4.922, 3.481], [0.051, 6.184, 2.286], [0.849, 2.815, -0.310], [0.126, 2.986, 4.571], [0.243, 1.234, 4.284], [1.457, 2.324, 3.552], [-2.476, 2.652, 2.067], [-2.219, 1.517, 3.427], [-2.038, 3.264, 3.705]],
  "mulliken_spin": [0.000, 0.000, 2.351, 0.126, 0.036, 0.297, 0.285, 0.390, 0.048, 0.058, 0.427, 0.064, 0.081, 0.261, 0.291, 0.003, -0.001, 0.001, 0.002, 0.002, 0.003, 0.006, 0.002, 0.000, -0.021, 0.009, 0.018, 0.001, 0.007, 0.021, 0.005, 0.001, 0.007, 0.004, 0.003, 0.000, 0.000, 0.054, -0.006, -0.008, 0.008, 0.027, -0.001, -0.010, 0.140, -0.001, 0.005, 0.007, 0.001, -0.001, -0.002, 0.001, 0.001, 0.000, 0.000, 0.000, 0.001, -0.001, -0.005, 0.002, -0.001],
  "energy_ev": -40336.4191,
  "multiplicity": 6,
  "total_charge": 1,
  "max_force_ev_per_a": 2.84,
  "orbital_gap_ha": [0.191, 0.221],
  "de_lowest_kj_mol": 0.0,
  "s_squared": 8.84
}